1.
102
Properties=species:S:1:pos:R:3:forces:R:3 method="wB97M-V/def2-TZVPD" gap_ev=5.20 charge=-1 lumo_ha=0.01132
B -1.8453 3.7052 1.8967 0.435 0.018 0.299
C -1.4604 5.3082 1.8416 0.021 -0.268 -0.220
C -2.3275 6.2166 0.9647 -0.130 -0.224 -0.101
C -3.7318 6.6482 1.4615 0.100 0.267 0.200
C -4.1134 6.3827 2.9238 -0.354 0.114 -0.040
C -4.9825 5.1367 3.0995 -0.450 0.373 -0.115
C -6.4648 5.4114 2.7564 0.044 -0.227 0.038
C -7.1252 4.3241 1.9006 -0.092 0.087 0.006
O -7.8653 4.8222 0.7948 -0.136 -0.221 -0.017
C -7.0740 5.1772 -0.3165 0.097 0.135 -0.114
H -2.7723 3.4467 2.6600 -0.127 -0.091 -0.124
H -2.0399 3.2629 0.7548 -0.190 0.032 -0.041
H -0.8529 3.1047 2.3486 -0.089 -0.026 0.000
H -0.4620 5.3519 1.3922 0.114 0.044 -0.002
H -1.3273 5.7335 2.8427 -0.059 0.070 0.091
H -1.7824 7.1280 0.6988 0.056 0.104 0.079
H -2.4619 5.6784 0.0229 -0.003 0.014 -0.113
H -3.8093 7.7264 1.3009 -0.045 0.071 -0.083
H -4.5166 6.2170 0.8361 -0.003 -0.107 -0.081
H -4.7293 7.2239 3.2595 0.092 0.130 0.164
H -3.2463 6.3584 3.5791 0.156 -0.125 -0.095
H -4.9239 4.8036 4.1340 0.150 -0.322 -0.015
H -4.6263 4.3550 2.4357 0.312 -0.173 0.226
H -7.0490 5.4913 3.6740 0.004 0.239 0.086
H -6.5752 6.3641 2.2375 0.053 0.049 -0.128
H -7.8406 3.7563 2.4944 -0.076 -0.076 -0.009
H -6.3713 3.6197 1.5393 0.112 0.024 -0.025
H -6.0612 4.7760 -0.2494 0.064 -0.053 0.068
H -6.9998 6.2619 -0.4219 0.045 0.078 0.061
H -7.5279 4.7824 -1.2262 -0.130 -0.034 -0.011
C -6.8797 -0.4220 0.5762 0.020 0.040 0.006
C -6.1240 0.6634 1.0097 -0.020 -0.068 -0.022
C -4.9438 0.4618 1.7059 -0.004 0.116 -0.019
C -4.5249 -0.8366 1.9744 -0.020 -0.098 -0.012
C -5.2849 -1.9282 1.5463 0.076 -0.009 0.077
C -6.4633 -1.7144 0.8419 -0.079 0.032 -0.049
C -4.8568 -3.3235 1.8402 -0.055 -0.029 -0.070
O -5.5078 -4.2776 1.4633 0.001 -0.005 0.026
C -3.5940 -3.5205 2.6130 -0.007 0.079 0.006
C -3.1888 -4.8114 2.9308 0.063 -0.079 0.028
C -2.0140 -5.0131 3.6334 0.019 0.024 0.008
C -1.2340 -3.9268 4.0186 -0.011 -0.027 -0.010
C -1.6349 -2.6387 3.7100 0.098 -0.046 0.048
C -2.8177 -2.4319 3.0120 -0.074 -0.023 -0.041
C -3.2441 -1.0330 2.7094 -0.096 0.163 -0.083
O -2.5767 -0.0837 3.0440 0.196 -0.099 0.138
H -7.7972 -0.2555 0.0265 -0.006 0.013 0.001
H -6.4565 1.6703 0.7993 -0.007 -0.017 -0.027
H -4.3365 1.2988 2.0361 0.070 -0.022 -0.013
H -7.0425 -2.5639 0.5073 0.036 -0.049 0.034
H -3.8003 -5.6480 2.6222 -0.049 0.039 -0.042
H -1.7011 -6.0191 3.8816 0.010 -0.004 -0.001
H -0.3123 -4.0873 4.5627 0.005 -0.006 0.001
H -1.0408 -1.7839 4.0050 -0.049 0.055 -0.028
C 7.1029 2.4277 -1.1954 0.003 0.015 -0.001
C 6.4393 3.6243 -0.9447 0.005 -0.018 0.000
C 5.1345 3.6121 -0.4845 0.091 0.077 -0.026
C 4.4815 2.4035 -0.2796 0.000 -0.097 -0.005
C 5.1401 1.2036 -0.5453 -0.046 0.018 0.012
C 6.4549 1.2222 -0.9964 0.077 0.047 -0.031
C 4.4458 -0.1040 -0.3647 -0.091 -0.142 0.029
O 5.0238 -1.1531 -0.5867 0.133 0.090 -0.026
C 3.0317 -0.0865 0.0861 0.045 0.096 -0.019
C 2.3570 -1.2952 0.2084 -0.040 -0.063 0.017
C 1.0410 -1.3084 0.6375 -0.030 0.042 0.024
C 0.3966 -0.1178 0.9526 -0.107 -0.063 0.030
C 1.0572 1.0935 0.8300 -0.004 0.259 0.005
C 2.3762 1.1151 0.3901 0.059 -0.142 -0.039
C 3.0744 2.4215 0.2344 -0.109 0.014 0.041
O 2.5399 3.4711 0.5050 0.019 0.028 -0.012
H 8.1259 2.4384 -1.5491 0.004 0.005 -0.004
H 6.9436 4.5679 -1.1082 0.010 0.004 0.004
H 4.6078 4.5340 -0.2801 -0.068 -0.034 0.033
H 6.9599 0.2871 -1.1910 -0.053 -0.043 0.007
H 2.8674 -2.2166 -0.0366 0.059 0.027 -0.014
H 0.5148 -2.2503 0.7293 -0.010 -0.009 0.006
H -0.6295 -0.1226 1.2991 0.008 0.057 0.021
H 0.5465 2.0203 1.0788 -0.013 -0.020 0.003
C 3.3337 -8.1521 -5.3961 0.016 -0.008 -0.016
C 4.3626 -8.4121 -6.2954 -0.017 0.003 0.016
C 5.5361 -7.6813 -6.2387 -0.040 -0.085 -0.050
C 5.6841 -6.6801 -5.2868 -0.019 0.052 0.063
C 4.6459 -6.4095 -4.3944 0.078 0.035 -0.031
C 3.4744 -7.1537 -4.4484 -0.074 -0.069 -0.034
C 4.7637 -5.3171 -3.3829 -0.062 0.025 0.076
O 3.8630 -5.0960 -2.6030 0.009 -0.010 -0.006
C 6.0180 -4.5130 -3.3702 0.037 -0.036 -0.078
C 6.1334 -3.4581 -2.4734 -0.044 -0.012 0.056
C 7.2963 -2.7100 -2.4387 0.096 0.015 -0.026
C 8.3503 -3.0129 -3.2941 -0.029 0.005 0.023
C 8.2391 -4.0589 -4.1942 0.064 0.072 0.028
C 7.0715 -4.8094 -4.2409 -0.090 -0.037 0.009
C 6.9633 -5.9142 -5.2329 0.074 -0.012 -0.048
O 7.8821 -6.1862 -5.9782 -0.008 0.005 -0.002
H 2.4189 -8.7286 -5.4384 -0.005 -0.003 -0.006
H 4.2468 -9.1877 -7.0412 -0.004 -0.010 0.002
H 6.3448 -7.8772 -6.9289 0.050 0.044 0.030
H 2.6804 -6.9390 -3.7467 0.028 0.062 0.029
H 5.3172 -3.2219 -1.8060 -0.032 -0.019 -0.017
H 7.3733 -1.8907 -1.7381 -0.029 -0.004 0.024
H 9.2603 -2.4279 -3.2600 0.004 0.006 0.001
H 9.0502 -4.3004 -4.8669 -0.034 -0.049 -0.039


2.
106
Properties=species:S:1:pos:R:3:forces:R:3 method="wB97M-V/def2-TZVPD" spin_multiplicity=2 gap_ev="4.86 / 5.97" charge=-2 de_lowest_kcal_mol=47.5 lumo_ha="0.12057 / 0.12057"
K 0.1534 -0.7410 -1.1001 -0.784 -0.575 0.393
O -4.1513 0.6881 -1.5502 -0.214 0.052 0.181
C -4.9505 0.1510 -0.6906 0.159 -0.010 -0.194
C -6.3307 0.4846 -0.6165 -0.068 -0.048 0.135
C -7.1800 -0.1111 0.3014 0.122 -0.002 -0.039
C -6.7246 -1.0884 1.1894 0.109 0.105 -0.163
C -5.3779 -1.4406 1.1238 -0.023 0.039 -0.017
C -4.5002 -0.8399 0.2345 -0.158 -0.146 0.011
C -3.0384 -1.2159 0.2685 0.056 0.313 0.277
O -2.3417 -0.9139 -0.8919 -0.410 -0.107 0.149
N -2.4655 -0.4793 1.4291 0.039 0.089 -0.375
N -1.1479 -0.5914 1.6736 -0.179 -0.229 -0.079
C -0.7660 -0.4364 2.8777 0.501 0.018 0.182
C 0.6511 -0.3762 3.2784 -0.487 0.039 -0.583
Br 1.8896 -0.4977 1.8706 0.102 -0.151 0.029
C 0.9580 -0.1508 4.5510 0.387 0.016 0.736
C 2.2285 0.0545 5.2834 -0.337 -0.222 -0.194
C 3.5053 -0.2832 4.8295 0.059 0.047 0.063
C 4.6256 -0.0237 5.6125 -0.080 -0.018 -0.082
C 4.5017 0.5658 6.8631 -0.011 0.005 -0.039
C 3.2362 0.8884 7.3348 -0.127 -0.089 -0.107
C 2.1208 0.6346 6.5500 0.135 -0.311 0.325
H -2.8933 -0.1811 -1.3250 -0.163 0.081 -0.082
H -6.6927 1.2344 -1.3118 -0.023 -0.013 0.018
H -8.2243 0.1841 0.3221 -0.021 0.009 -0.003
H -7.3935 -1.5641 1.8946 -0.008 -0.003 0.005
H -4.9950 -2.2145 1.7884 -0.001 0.020 -0.017
H -2.9429 -2.2901 0.4502 0.132 -0.175 0.071
H -3.0791 -0.4430 2.2367 -0.015 -0.056 0.059
H -1.4888 -0.2674 3.6804 0.088 -0.063 0.018
H 0.0765 -0.0340 5.1812 0.119 -0.034 0.014
H 3.6304 -0.7455 3.8637 -0.002 -0.013 -0.022
H 5.6050 -0.2890 5.2325 -0.010 0.005 0.009
H 5.3805 0.7690 7.4643 -0.020 -0.013 -0.018
H 3.1158 1.3482 8.3084 0.000 0.007 0.011
H 1.1345 0.9058 6.9128 0.079 -0.107 0.004
C 1.9344 4.5652 0.0517 0.254 0.116 -0.239
Ge 0.6855 3.1331 0.5183 -0.240 -0.256 0.539
C -1.0864 3.9087 0.1542 -0.340 -0.039 -0.088
C -1.3080 5.2761 0.3333 -0.086 -0.051 -0.043
C -2.5678 5.8324 0.1269 0.019 -0.105 -0.020
C -3.6281 5.0250 -0.2720 0.087 -0.059 0.005
C -3.4264 3.6613 -0.4657 0.046 0.115 0.052
C -2.1664 3.1159 -0.2480 0.006 0.110 -0.028
C 0.8509 3.1221 2.5375 -0.033 -0.060 0.053
C 2.1244 3.3288 3.0154 0.123 -0.027 0.364
C 2.4354 3.3158 4.4010 -0.031 0.099 -0.316
C 1.4597 3.0928 5.3250 -0.273 0.384 -0.070
C 0.1291 2.8400 4.8969 0.041 0.150 0.089
C -0.8995 2.5562 5.8369 0.116 0.081 -0.119
C -2.1680 2.2632 5.4269 -0.093 -0.068 -0.231
C -2.4684 2.2227 4.0412 -0.013 0.129 0.280
C -1.4986 2.4959 3.1207 0.159 0.208 -0.156
C -0.1698 2.8369 3.5085 -0.200 -0.118 -0.169
H 1.9284 5.3297 0.8339 0.030 -0.007 -0.051
H 1.6147 4.9974 -0.8989 0.072 -0.027 0.053
H 2.9392 4.1646 -0.0847 -0.048 0.085 0.002
H -0.4899 5.9210 0.6402 -0.016 -0.011 0.000
H -2.7197 6.8964 0.2744 0.000 0.001 0.004
H -4.6087 5.4583 -0.4380 0.017 -0.003 0.000
H -4.2249 3.0099 -0.8029 0.035 0.006 0.020
H -2.0294 2.0533 -0.4167 0.025 0.018 0.020
H 2.9309 3.5093 2.3124 0.027 0.017 0.027
H 3.4584 3.4802 4.7225 0.002 -0.006 -0.022
H 1.6848 3.0818 6.3882 -0.055 0.146 -0.212
H -0.6523 2.5745 6.8938 -0.008 0.025 0.017
H -2.9424 2.0555 6.1567 -0.004 -0.012 -0.019
H -3.4695 1.9789 3.7046 -0.001 -0.019 0.028
H -1.7416 2.4444 2.0633 0.054 0.003 0.231
C -0.3179 0.7654 -7.9376 0.024 0.002 0.007
C 0.0943 1.1018 -6.5254 -0.022 -0.007 -0.037
C 1.3942 0.9061 -6.0872 0.064 0.017 0.003
C 1.7862 1.1687 -4.7748 0.070 -0.023 -0.020
C 3.2340 0.9151 -4.4243 -0.062 -0.093 0.007
C 0.8293 1.6177 -3.8509 -0.098 0.031 0.064
C -0.4840 1.8702 -4.2918 -0.045 0.019 0.035
C -1.5615 2.4712 -3.4181 0.058 -0.030 -0.032
C -0.8234 1.6074 -5.6181 0.007 0.034 0.061
C 1.2120 1.8679 -2.3862 -0.364 0.255 0.085
O 2.3063 2.3889 -2.1384 -0.062 -0.015 0.107
O 0.3306 1.5343 -1.5108 0.618 1.342 -0.793
H 0.5396 0.7746 -8.6138 -0.004 0.000 0.026
H -1.0573 1.4743 -8.3180 0.017 -0.007 0.036
H -0.7668 -0.2312 -7.9898 0.021 0.028 0.026
H 2.1430 0.5381 -6.7855 -0.044 0.012 0.030
H 3.8382 0.9322 -5.3345 -0.006 -0.017 0.003
H 3.3293 -0.0790 -3.9787 -0.022 0.032 0.038
H 3.6161 1.6433 -3.7136 -0.060 -0.038 -0.059
H -1.1636 3.1835 -2.6999 0.049 -0.005 -0.024
H -2.1066 1.7212 -2.8422 0.059 -0.025 -0.030
H -2.2899 2.9869 -4.0486 -0.001 -0.014 0.012
H -1.8403 1.8176 -5.9430 0.057 -0.026 0.016
I 8.5007 -0.6632 -2.0513 0.092 0.024 0.002
C 6.4665 -1.1489 -1.9604 -0.134 -0.025 0.018
C 5.6205 -0.4038 -1.1521 -0.080 -0.157 -0.061
C 4.2751 -0.7518 -1.0898 0.011 0.130 -0.003
C 3.7674 -1.7983 -1.8524 0.172 -0.005 -0.040
C 4.6345 -2.5055 -2.6778 0.050 -0.055 0.007
C 5.9892 -2.2060 -2.7228 -0.044 0.118 0.046
C 2.2832 -2.1187 -1.8452 0.105 -0.308 -0.161
O 1.6777 -1.8719 -2.9159 0.275 -0.197 0.281
O 1.7995 -2.5333 -0.7630 0.634 -0.223 -0.281
H 5.9935 0.4391 -0.5862 -0.004 -0.010 0.007
H 3.6064 -0.1545 -0.4765 0.044 -0.061 -0.055
H 4.2386 -3.2986 -3.3013 0.000 0.017 0.008
H 6.6582 -2.7709 -3.3580 0.004 -0.006 -0.002


no.,DFT total energy (a.u.)
1,-2483.3054
2,-8041.3687